(1)
{"formula": "C3H6N2O", "method": "wB97M-V/def2-TZVPD", "species": ["C", "H", "H", "H", "H", "H", "C", "C", "O", "N", "N", "H"], "coordinates": [[1.89074, 1.07991, -0.44685], [-2.12715, 0.96956, 0.10799], [2.95632, 0.90488, -0.53148], [1.50489, 2.03542, -0.77309], [-0.83794, -0.99956, -1.29586], [-2.47786, -0.43079, 0.88474], [0.16395, -0.79807, 0.56687], [1.11360, 0.16826, 0.04256], [1.12774, -1.65741, 0.22874], [-0.95163, -0.57377, -0.38349], [-2.19555, -0.03776, -0.01007], [-0.16712, -0.66066, 1.60994]], "nbo_charge": [-0.553, 0.332, 0.255, 0.256, 0.382, 0.338, 0.170, 0.394, -0.579, -0.520, -0.635, 0.159], "lumo_ev": 0.56, "e_tot_ev": -8230.469, "e_above_lowest_kcal_mol": 143.7, "orbital_gap_ev": 8.77, "charge": 0, "homo_ha": -0.3018}

(2)
{"formula": "C3H11NO2S", "method": "wB97M-V/def2-TZVPD", "species": ["N", "H", "H", "C", "H", "H", "O", "S", "H", "H", "H", "C", "O", "H", "H", "H", "C", "H"], "coordinates": [[0.39699, -1.86310, 0.74554], [0.70993, 0.64142, -0.26422], [1.38605, -1.67128, 0.62074], [-1.50264, -0.50821, 0.03718], [0.88917, 1.32007, -3.14883], [-1.97529, 0.47940, 0.18390], [1.21232, 2.22732, -3.20122], [2.20503, 0.55921, 1.58132], [2.72573, 1.29324, 0.59248], [-3.08086, -1.50153, -0.40265], [-1.11832, -0.51558, -0.99842], [-0.33738, -0.61749, 1.00555], [-2.42662, -1.54538, 0.30117], [-0.80146, -0.63735, 1.99056], [0.76534, 2.65102, -2.45240], [0.06239, 1.56349, 1.07052], [0.54173, 0.62546, 0.80692], [0.34789, -2.50071, 1.53187]], "nbo_charge": [-0.842, 0.201, 0.367, -0.053, 0.466, 0.149, -0.929, -0.046, 0.130, 0.469, 0.154, -0.089, -0.708, 0.192, 0.465, 0.222, -0.517, 0.369], "lumo_ev": 0.43, "e_tot_ev": -19709.132, "e_above_lowest_kcal_mol": 9.1, "orbital_gap_ev": 9.77, "charge": 0, "homo_ha": -0.3430, "smiles": "N[C@H](CO)CS.O"}

How do the records compare in largest force on an atom? In the order shown, they have 4.1 0.7 eV Å⁻¹.